ORCA calculation (the ωB97M-V functional and the def2-TZVPD basis) on C3H4O in the gas phase at a distorted geometry.

As for the SMILES: C#CCO. The HOMO energy is -10.179 eV. The orbital gap comes out at 0.40802 hartree. The relative energy (zero: lowest compared OMol25 entry of this formula, charge and spin) comes out at 139.01 kJ/mol.

Positions of all 8 atoms, in Å:
C: -0.44 0.61 1.72
C: -0.38 0.21 0.58
C: -0.09 -0.16 -0.85
O: 1.25 -0.42 -0.98
H: -0.72 1.09 2.64
H: -0.83 -0.95 -1.22
H: -0.28 0.75 -1.49
H: 1.50 -1.13 -0.40

Atom charges from the Mulliken analysis, given in e for atoms 1 to 5:
1. C -0.0033
2. C -0.3853
3. C -0.3084
4. O -0.4843
5. H 0.3992